Record 1
Molecular formula: C6H12O4
Method: DFT, ωB97M-V/def2-TZVPD

Output
- energy above the lowest of the compared OMol25 structures with the same formula, charge and spin (kJ/mol) = 575.5
- LUMO level (Eh) = -0.025

Structure (XYZ):
```
22
Properties=species:S:1:pos:R:3:forces:R:3
C -0.28095 3.04173 1.71000 0.125 0.136 0.014
O -0.72937 1.78800 1.24970 -0.321 -0.122 -0.037
C 0.30699 0.84549 1.10257 0.465 0.149 0.100
C -0.25847 -0.42240 0.48391 0.779 0.281 -0.379
C -0.57414 -0.26580 -1.01847 0.305 2.651 3.509
O -0.95648 -1.48961 -2.93717 3.982 -4.283 0.397
C 1.39509 -1.68495 -0.83667 -5.520 -2.360 -2.843
O 1.16834 -0.56811 -1.47125 -1.922 2.363 -0.863
C 0.73058 -1.59710 0.53068 1.116 -0.799 1.427
H 0.26276 2.94769 2.66545 -0.131 0.021 -0.191
H 0.38773 3.51136 0.97001 -0.112 -0.047 0.172
H -1.16166 3.67740 1.85807 0.235 -0.186 -0.051
H 1.10091 1.27319 0.46389 -0.101 -0.251 0.082
H 0.75645 0.61662 2.08578 -0.110 0.056 -0.104
H -1.17705 -0.68829 1.02356 0.203 0.050 -0.070
H -1.62193 -0.60434 -1.05582 1.168 -1.687 -1.578
H -0.75487 0.77894 -1.30142 1.288 -0.216 -0.328
H 1.52022 -1.47501 1.28233 -0.383 0.053 0.251
H 0.19465 -2.53345 0.74094 0.451 0.175 -0.151
H -1.52648 -2.14377 -3.34655 -0.551 0.004 -0.262
O 1.28881 -2.70772 -1.56360 2.029 0.291 1.948
H -0.07113 -2.29990 -2.63591 -2.994 3.720 -1.046
```
Forces are in eV/Å.

---

Record 2
Molecular formula: C6H12OS
Method: DFT, ωB97M-V/def2-TZVPD

Output
- energy above the lowest of the compared OMol25 structures with the same formula, charge and spin (kJ/mol) = 239.6
- SMILES = C=COCCSCC
- LUMO level (Eh) = 0.034

Structure (XYZ):
```
20
Properties=species:S:1:pos:R:3:forces:R:3
O 2.21735 0.38073 -1.32359 -1.379 1.489 1.264
S -1.91352 -0.23657 -0.71316 1.850 -0.527 0.754
C 4.24892 1.37348 -0.27781 -4.171 0.422 -0.736
C 2.86202 1.39856 -0.58737 3.818 -0.363 -0.043
C -3.54779 -1.50340 1.25927 2.438 0.893 2.255
C 0.69827 0.51009 -1.36623 1.712 1.002 -0.515
C -2.30373 -0.59246 1.02913 -1.313 1.207 1.577
C -0.02413 -0.53017 -0.63342 -0.869 -1.056 2.223
H 4.88562 0.55609 -0.49594 0.217 -0.885 -0.325
H 4.76812 2.21833 0.17967 -0.720 -0.073 -0.078
H 2.35093 2.35056 -0.36436 -0.321 -0.824 -0.223
H -3.96535 -1.18466 2.24930 0.163 -0.615 -0.830
H -3.18720 -2.51138 1.29547 -0.251 -0.746 0.041
H -4.24805 -1.38093 0.52119 -1.807 0.253 -1.766
H 0.37051 0.45323 -2.41400 0.537 0.352 0.152
H 0.40481 1.45233 -0.91995 0.244 0.496 -0.264
H -2.59614 0.38012 1.50903 0.453 -0.563 -0.599
H -1.48164 -0.94656 1.68262 -0.113 0.039 -0.983
H 0.34361 -0.70799 0.42329 -0.714 0.866 -0.936
H 0.11740 -1.47941 -1.05313 0.225 -1.366 -0.971
```
Forces are in eV/Å.

---

Record 3
Molecular formula: C6H12OS
Method: DFT, ωB97M-V/def2-TZVPD

Output
- energy above the lowest of the compared OMol25 structures with the same formula, charge and spin (kJ/mol) = 120.2
- SMILES = CC[C@@]1([C@@H](C)O)CS1
- LUMO level (Eh) = 0.031

Structure (XYZ):
```
20
Properties=species:S:1:pos:R:3:forces:R:3
C 1.71789 -0.85940 -1.87485 -0.448 1.183 0.224
C 0.59716 0.20663 -1.59923 -0.582 -2.151 -0.808
C 0.09732 0.19033 -0.13940 0.711 1.152 0.820
C 1.14738 0.48050 0.96663 0.323 -1.037 -1.198
C -1.20567 -0.63307 0.11639 -0.462 2.399 0.480
C -1.01674 -2.04948 -0.24103 -2.761 -1.482 -1.597
H 2.49804 -0.60980 -1.14116 0.293 -0.656 -0.688
H 1.99687 -0.71615 -2.92641 0.534 0.087 0.388
H 1.38899 -1.89789 -1.82386 -0.067 0.151 0.495
H -0.20230 -0.16717 -2.31867 0.336 1.114 1.043
H 0.97957 1.16828 -1.94121 -0.262 0.038 0.291
H 1.13100 0.02840 1.93532 -0.634 -0.532 0.368
H 2.20926 0.54325 0.67040 -0.684 0.371 -0.274
H -1.97369 -0.03836 -0.46343 0.435 -1.001 0.323
H -0.09456 -2.26004 0.17956 1.922 -1.307 0.373
H -1.14273 -2.26638 -1.32285 0.901 0.422 0.434
H -1.79548 -2.76137 0.15308 0.653 1.093 0.266
H -1.63391 0.29140 1.79300 0.171 -0.533 -0.243
O -1.55705 -0.63838 1.49428 -0.053 0.645 0.052
S 0.06696 1.86124 0.74256 -0.327 0.042 -0.749
```
Forces are in eV/Å.

---

Record 4
Molecular formula: C6H12OS
Method: DFT, ωB97M-V/def2-TZVPD

Output
- energy above the lowest of the compared OMol25 structures with the same formula, charge and spin (kJ/mol) = 162.7
- SMILES = CC(C)=COCCS
- LUMO level (Eh) = 0.031

Structure (XYZ):
```
20
Properties=species:S:1:pos:R:3:forces:R:3
C -2.71456 -1.23276 -0.12123 0.167 1.045 -0.542
C -1.64581 -0.18273 -0.05121 -0.014 0.818 -0.070
C -1.80117 1.13581 -0.69199 -0.059 1.897 -0.181
C -0.52779 -0.29315 0.62213 1.818 -1.645 1.296
C 1.75835 0.22681 1.04750 -0.592 1.069 -1.126
C 2.37859 -0.01658 -0.31316 -2.283 -0.024 -0.977
H -3.69263 -0.73600 -0.12158 0.131 -0.325 0.023
H -2.63121 -1.88506 -0.96670 -0.058 -0.039 -0.998
H -2.63061 -1.89942 0.68297 -0.085 -0.766 1.499
H -1.58050 1.05439 -1.76120 -0.196 0.045 -0.096
H -2.85041 1.54302 -0.59806 1.185 -0.135 0.038
H -0.97660 1.82480 -0.26472 -1.842 -0.727 -0.733
H -0.20719 -1.24336 1.03637 -0.229 -0.284 0.304
H 2.37339 1.03824 1.39256 -0.245 0.548 0.938
H 1.70822 -0.54098 1.76399 0.622 -1.454 0.703
H 1.84036 -0.81070 -0.86929 0.137 0.458 0.249
H 2.21419 0.94797 -0.84848 0.106 -0.874 0.099
H 4.50683 0.82306 -0.51511 0.148 -0.313 0.129
O 0.41131 0.68345 0.89982 -0.356 0.625 -0.568
S 4.06724 -0.43682 -0.32261 1.647 0.079 0.014
```
Forces are in eV/Å.

---

Record 5
Molecular formula: C6H12OSi3
Method: DFT, ωB97M-V/def2-TZVPD

Output
- energy above the lowest of the compared OMol25 structures with the same formula, charge and spin (kJ/mol) = 156.2
- LUMO level (Eh) = -0.010

Structure (XYZ):
```
22
Properties=species:S:1:pos:R:3:forces:R:3
C -3.78187 -0.43423 0.39292 2.598 0.258 -1.727
C -3.62973 0.92864 0.33620 1.465 0.636 -0.311
C -2.69517 -1.22848 -0.17599 -4.831 1.691 1.800
C -2.43648 1.53180 -0.15456 -0.638 0.137 0.164
C -1.62664 -0.63488 -0.71217 1.395 -0.751 0.706
C -1.40189 0.70834 -0.61654 0.217 2.986 -0.092
O 0.82538 2.34013 0.05861 2.073 -0.555 0.026
Si 4.13535 0.11036 0.19564 -0.153 -0.491 -0.149
Si 2.73903 -1.81204 0.24063 -0.848 -0.054 1.233
Si 0.37182 1.24545 -1.15168 -0.004 0.189 0.356
H -4.71902 -0.79411 0.73966 -0.357 -0.834 0.318
H -4.38890 1.55384 0.72624 -0.746 0.630 0.234
H -2.99384 -2.21855 -0.17693 0.572 -2.261 -0.278
H -2.37760 2.65449 -0.18191 0.133 -1.307 0.187
H -0.79468 -1.25210 -0.92543 0.748 -0.770 -0.942
H 1.84817 2.40829 0.15337 -2.710 0.006 -0.496
H 5.11924 -0.25804 -0.77589 0.873 -0.337 -0.669
H 4.86938 0.35724 1.43354 -0.039 0.235 0.360
H 3.63215 1.34889 -0.46215 -0.371 -0.076 0.460
H 2.24350 -2.11500 1.73362 0.062 0.712 -1.597
H 3.44069 -3.19774 0.10075 -0.468 1.259 -0.664
H 1.62112 -1.24230 -0.77794 1.028 -1.303 1.082
```
Forces are in eV/Å.

---

Record 6
Molecular formula: C6H12P2S2
Method: DFT, ωB97M-V/def2-TZVPD

Output
- energy above the lowest of the compared OMol25 structures with the same formula, charge and spin (kJ/mol) = 33.4
- LUMO level (alpha / beta) (Eh) = -0.070 / -0.011

Structure (XYZ):
```
22
Properties=species:S:1:pos:R:3:forces:R:3
C 1.82857 -1.17888 0.08814 0.200 -1.377 -0.082
C -2.04045 0.99999 -0.91572 -1.555 1.277 0.170
C 2.31226 0.09966 0.67324 1.803 0.760 -0.214
C 0.59043 -1.74691 0.83337 0.830 0.811 0.388
C -1.04128 1.47002 -1.86453 0.708 1.575 1.633
C -1.78346 -0.38086 -0.39257 -1.876 -1.081 -0.964
P 0.81169 1.26636 0.36397 0.967 -1.036 1.038
P -0.63904 -0.35243 1.01332 0.755 -0.579 -0.558
S 0.77751 2.73089 1.62655 -0.157 0.526 -0.062
S -1.49970 -0.07452 2.70492 -0.177 -0.008 0.292
H 1.70503 -0.97443 -0.96381 -0.568 -0.408 -0.587
H 2.65683 -1.89631 0.17008 -0.314 -0.140 -0.168
H -1.92757 1.65949 -0.04380 -1.225 0.467 -0.277
H -3.09894 0.97913 -1.43483 1.702 0.475 1.255
H 2.68885 -0.12001 1.73944 -0.923 1.109 -1.308
H 3.24215 0.37998 0.02275 -1.664 0.047 1.360
H 0.13933 -2.59511 0.31724 0.041 -0.032 0.237
H 1.01129 -2.01772 1.84375 -1.022 0.095 -0.821
H -0.69749 0.85784 -2.64061 0.548 -0.544 -1.190
H -0.68492 2.49099 -1.67317 -0.074 -0.504 -0.891
H -2.79553 -0.77629 -0.10692 1.199 -0.048 0.274
H -1.55554 -0.82089 -1.36082 0.803 -1.385 0.475
```
Forces are in eV/Å.